Density functional theory data (wB97M-V/def2-TZVPD) for an isolated molecule of C3H8N2.

Bonds (Å) are listed after each position.
Positions of all 13 atoms, in Å:
1 N 0.835 -0.297 1.218  N2 1.347, H7 1.033
2 N 0.330 0.582 0.331  N1 1.347, C3 1.296, C5 1.762
3 C -0.800 0.510 -0.301  N2 1.296, C4 1.499, H13 1.082
4 C -1.838 -0.530 -0.007  C3 1.499, H10 1.097, H11 1.090, H12 1.098
5 C 1.956 0.457 -0.334  N2 1.762, H6 1.088, H8 1.082, H9 1.087
6 H 1.790 1.124 -1.177  C5 1.088
7 H 0.163 -1.065 1.378  N1 1.033
8 H 2.614 0.899 0.403  C5 1.082
9 H 2.269 -0.529 -0.667  C5 1.087
10 H -1.470 -1.542 -0.216  C4 1.097
11 H -2.725 -0.358 -0.616  C4 1.090
12 H -2.150 -0.515 1.045  C4 1.098
13 H -0.974 1.266 -1.056  C3 1.082

Properties
HOMO (alpha / beta): -7.44 / -7.44 eV
Orbital gap (alpha / beta): 8.06 / 8.06 eV

---

Density functional theory data (wB97M-V/def2-TZVPD) for a 6-piece molecular cluster, C38H39N2O22 overall.

Bonds (Å) are listed after each position.
Positions of all 101 atoms, in Å:
1 O -4.271 -0.690 4.243  C49 1.215
2 O -1.749 -0.544 -7.396  C30 1.327, H96 0.979
3 O 5.166 7.880 5.578  C45 1.331, H66 0.977
4 O -0.746 1.588 -1.131  C34 1.323, H71 0.976
5 O 5.259 -7.915 -3.668  C47 1.221
6 O 7.074 -6.170 -4.487  C42 1.334, H100 0.977
7 O -0.077 5.251 4.707  C29 1.454, H98 0.965
8 O -3.368 -1.591 6.568  C50 1.326, H75 0.979
9 O 7.793 4.064 6.324  C28 1.217
10 O -4.494 0.102 -12.110  C31 1.332, H87 0.977
11 O 6.227 2.549 4.794  C33 1.327, H80 0.976
12 O -1.989 -0.766 -12.074  C53 1.219
13 O 0.089 -0.773 -6.009  C52 1.331, H97 0.979
14 O 3.562 6.349 4.119  C51 1.219
15 O 1.913 -4.658 -3.352  C46 1.323, H90 0.980
16 O -8.576 -2.397 5.025  C25 1.335, H83 0.976
17 O -7.692 -3.218 7.387  C62 1.222
18 O 0.967 -0.242 2.435  N24 1.458, C44 1.400
19 O 3.735 -2.884 -4.273  C54 1.212
20 O 0.980 -1.866 -3.774  C26 1.222
21 O -1.728 2.665 -3.376  C36 1.218
22 O -4.296 0.249 -7.425  C41 1.216
23 N -0.398 3.108 1.682  C56 1.477, C57 1.457, H79 1.012
24 N 0.569 -1.515 1.847  O18 1.458, C48 1.451
25 C -7.302 -2.155 5.341  O16 1.335, C39 1.338, C62 1.500
26 C 0.377 -0.814 -3.628  O20 1.222, C35 1.445, C52 1.504
27 C 4.830 4.381 4.384  C33 1.340, C51 1.450, H89 1.080
28 C 6.839 4.629 5.821  O9 1.217, C33 1.504, C58 1.456
29 C -0.084 3.946 4.065  O7 1.454, C38 1.545, C57 1.536, H99 1.092
30 C -2.364 -0.419 -8.566  O2 1.327, C40 1.342, C41 1.505
31 C -3.895 -0.044 -10.929  O10 1.332, C53 1.503, C61 1.338
32 C -2.463 -3.672 2.330  C59 1.562, H65 1.093, H74 1.093, H85 1.093
33 C 5.909 3.828 4.954  O11 1.327, C27 1.340, C28 1.504
34 C -0.529 0.974 -2.282  O4 1.323, C35 1.345, C36 1.500
35 C 0.162 -0.178 -2.348  C26 1.445, C34 1.345, H70 1.085
36 C -1.097 1.631 -3.505  O21 1.218, C34 1.500, C37 1.456
37 C -0.858 1.000 -4.796  C36 1.456, C52 1.342, H95 1.081
38 C 1.149 3.189 4.607  C29 1.545, H68 1.089, H81 1.093, H92 1.094
39 C -6.464 -1.510 4.520  C25 1.338, C49 1.456, H82 1.081
40 C -1.754 -0.686 -9.731  C30 1.342, C53 1.451, H69 1.081
41 C -3.796 0.042 -8.513  O22 1.216, C30 1.505, C61 1.456
42 C 5.839 -5.727 -4.245  O6 1.334, C47 1.500, C60 1.337
43 C 3.511 -6.349 -3.469  C46 1.345, C47 1.448, H63 1.081
44 C -0.014 0.743 2.262  O18 1.400, C56 1.525, H64 1.100, H72 1.109
45 C 5.477 6.593 5.440  O3 1.331, C51 1.503, C58 1.339
46 C 3.142 -5.065 -3.626  O15 1.323, C43 1.345, C54 1.510
47 C 4.863 -6.765 -3.775  O5 1.221, C42 1.500, C43 1.448
48 C -0.345 -2.171 2.762  N24 1.451, C59 1.559, H73 1.102, H77 1.109
49 C -5.084 -1.280 4.926  O1 1.215, C39 1.456, C50 1.501
50 C -4.641 -1.805 6.260  O8 1.326, C49 1.501, C55 1.343
51 C 4.533 5.786 4.594  O14 1.219, C27 1.450, C45 1.503
52 C -0.165 -0.147 -4.862  O13 1.331, C26 1.504, C37 1.342
53 C -2.474 -0.529 -10.981  O12 1.219, C31 1.503, C40 1.451
54 C 4.116 -4.026 -4.125  O19 1.212, C46 1.510, C60 1.460
55 C -5.486 -2.448 7.082  C50 1.343, C62 1.450, H94 1.081
56 C 0.564 1.990 1.602  N23 1.477, C44 1.525, H76 1.089, H86 1.093
57 C -0.013 4.210 2.553  N23 1.457, C29 1.536, H88 1.096, H91 1.097
58 C 6.555 6.044 6.013  C28 1.456, C45 1.339, H93 1.081
59 C -1.801 -2.263 2.214  C32 1.562, C48 1.559, H67 1.102, H78 1.092
60 C 5.484 -4.449 -4.409  C42 1.337, C54 1.460, H101 1.081
61 C -4.509 0.220 -9.770  C31 1.338, C41 1.456, H84 1.081
62 C -6.865 -2.655 6.686  O17 1.222, C25 1.500, C55 1.450
63 H 2.824 -7.105 -3.115  C43 1.081
64 H -0.790 0.367 1.579  C44 1.100
65 H -2.697 -4.035 1.325  C32 1.093
66 H 4.344 8.010 5.066  O3 0.977
67 H -2.483 -1.537 2.685  C59 1.102
68 H 1.409 3.493 5.620  C38 1.089
69 H -0.727 -1.019 -9.783  C40 1.081
70 H 0.570 -0.659 -1.465  C35 1.085
71 H -1.265 2.389 -1.329  O4 0.976
72 H -0.539 0.985 3.208  C44 1.109
73 H -0.306 -1.641 3.728  C48 1.102
74 H -3.386 -3.612 2.913  C32 1.093
75 H -2.980 -1.114 5.807  O8 0.979
76 H 0.749 1.793 0.546  C56 1.089
77 H 0.011 -3.208 2.926  C48 1.109
78 H -1.767 -1.982 1.159  C59 1.092
79 H -1.336 2.783 1.875  N23 1.012
80 H 7.043 2.407 5.309  O11 0.976
81 H 0.942 2.119 4.514  C38 1.093
82 H -6.769 -1.144 3.550  C39 1.081
83 H -8.950 -2.872 5.792  O16 0.976
84 H -5.532 0.568 -9.722  C61 1.081
85 H -1.746 -4.366 2.774  C32 1.093
86 H 1.526 2.280 2.033  C56 1.093
87 H -3.829 -0.158 -12.777  O10 0.977
88 H 0.987 4.547 2.261  C57 1.096
89 H 4.151 3.818 3.760  C27 1.080
90 H 1.852 -3.696 -3.527  O15 0.980
91 H -0.689 5.047 2.340  C57 1.097
92 H 1.990 3.379 3.933  C38 1.094
93 H 7.239 6.614 6.625  C58 1.081
94 H -5.179 -2.828 8.046  C55 1.081
95 H -1.253 1.494 -5.672  C37 1.081
96 H -2.413 -0.293 -6.722  O2 0.979
97 H 0.607 -1.563 -5.755  O13 0.979
98 H 0.848 5.521 4.675  O7 0.965
99 H -0.989 3.412 4.360  C29 1.092
100 H 7.052 -7.126 -4.289  O6 0.977
101 H 6.179 -3.695 -4.750  C60 1.081

Properties
Net charge: -1
HOMO: -2.00 eV
Orbital gap: 1.72 eV

---

We obtain energy values of -228.4415 -3236.0660 a.u. for the records listed above, in that order.
We obtain max |F| values of 0.07368 0.03560 hartree/bohr for the records listed above, in that order.